Entry 1:
{
  "formula": "C23H38N4O5PW",
  "method": "wB97M-V/def2-TZVPD",
  "homo_energy_ha": -0.6638,
  "e_above_lowest_kj_mol": 6.20,
  "total_charge": 3,
  "symbols": ["W", "O", "C", "O", "C", "C", "C", "C", "C", "O", "C", "C", "O", "O", "H", "H", "H", "H", "H", "H", "H", "H", "N", "P", "N", "C", "C", "C", "C", "C", "N", "C", "C", "C", "C", "C", "N", "C", "C", "C", "C", "C", "H", "H", "H", "H", "H", "H", "H", "H", "H", "H", "H", "H", "H", "H", "H", "H", "H", "H", "H", "H", "H", "H", "H", "H", "H", "H", "H", "H", "H", "H"],
  "positions_angstrom": [[1.008, 0.817, 0.736], [4.722, 3.674, 1.730], [4.408, 2.748, 2.256], [0.987, 2.474, 1.078], [4.061, 1.543, 2.991], [2.593, 1.474, 3.570], [2.694, 0.669, 4.855], [3.146, -0.715, 4.316], [3.006, -0.562, 2.803], [1.961, 0.492, 2.679], [4.147, 0.213, 2.153], [3.874, 0.556, 0.685], [4.579, 1.291, 0.073], [2.712, 0.041, 0.189], [4.783, 1.549, 3.818], [2.014, 2.392, 3.572], [3.386, 1.113, 5.569], [1.713, 0.617, 5.324], [4.170, -0.971, 4.589], [2.503, -1.511, 4.682], [2.696, -1.446, 2.254], [5.128, -0.256, 2.232], [-0.597, 0.065, 1.014], [-1.159, -0.415, -0.455], [0.125, 0.560, -1.263], [0.940, -0.082, -2.395], [0.744, 0.636, -3.719], [1.206, 2.093, -3.639], [0.806, 2.713, -2.289], [-0.359, 1.955, -1.686], [-2.612, 0.152, -0.756], [-3.193, 0.126, -2.131], [-3.920, 1.426, -2.438], [-4.952, 1.743, -1.359], [-4.294, 1.788, 0.016], [-3.590, 0.481, 0.327], [-0.939, -1.961, -0.801], [0.327, -2.658, -0.482], [0.154, -3.566, 0.727], [-0.983, -4.558, 0.493], [-2.272, -3.828, 0.131], [-2.069, -2.906, -1.060], [0.634, -1.121, -2.468], [1.989, -0.051, -2.106], [-0.300, 0.564, -4.034], [1.314, 0.089, -4.470], [0.765, 2.659, -4.458], [2.286, 2.150, -3.770], [0.521, 3.759, -2.397], [1.651, 2.709, -1.587], [-1.153, 1.819, -2.415], [-0.791, 2.444, -0.814], [-3.898, -0.708, -2.183], [-2.393, -0.079, -2.850], [-4.397, 1.319, -3.413], [-3.210, 2.253, -2.521], [-5.737, 0.981, -1.365], [-5.438, 2.692, -1.578], [-5.036, 1.968, 0.795], [-3.574, 2.612, 0.066], [-4.308, -0.343, 0.375], [-3.055, 0.521, 1.275], [1.127, -1.925, -0.329], [0.616, -3.237, -1.363], [-0.063, -2.953, 1.611], [1.093, -4.094, 0.907], [-1.133, -5.173, 1.380], [-0.705, -5.240, -0.316], [-2.628, -3.242, 0.984], [-3.059, -4.541, -0.116], [-2.966, -2.332, -1.273], [-1.806, -3.467, -1.959]],
  "forces_ev_per_angstrom": [[0.1, 0.1, 0.6], [-0.1, 0.1, 0.2], [0.2, -0.2, -0.3], [-0.1, 0.0, -0.1], [0.1, 0.1, 0.0], [0.0, 0.0, 0.1], [0.0, 0.0, 0.0], [0.0, 0.0, 0.0], [0.0, 0.0, 0.0], [0.0, 0.0, -0.2], [0.1, 0.0, 0.1], [-0.3, -0.1, -0.2], [0.1, 0.1, 0.0], [0.2, 0.0, 0.0], [0.0, 0.0, 0.0], [0.0, 0.0, 0.0], [0.0, 0.0, 0.0], [0.0, 0.0, 0.0], [0.0, 0.0, 0.0], [0.0, 0.0, 0.0], [0.0, 0.0, 0.0], [0.0, 0.0, 0.0], [0.0, 0.1, -0.1], [0.0, 0.0, -0.1], [0.0, 0.0, -0.1], [0.0, 0.0, 0.0], [0.0, 0.0, 0.0], [0.0, 0.0, 0.0], [0.0, 0.0, 0.0], [-0.1, 0.0, 0.0], [0.0, 0.0, -0.1], [0.0, 0.0, 0.0], [0.0, 0.0, 0.0], [0.0, 0.0, 0.0], [0.0, 0.0, 0.0], [0.0, 0.0, 0.0], [-0.1, 0.0, 0.0], [0.0, 0.0, 0.0], [0.0, 0.0, 0.0], [0.0, 0.0, 0.0], [0.0, 0.0, 0.0], [0.0, 0.0, 0.0], [0.0, 0.0, 0.0], [0.0, 0.0, 0.0], [0.0, 0.0, 0.0], [0.0, 0.0, 0.0], [0.0, 0.0, 0.0], [0.0, 0.0, 0.0], [0.0, 0.0, 0.0], [0.0, 0.0, 0.0], [0.0, 0.0, 0.0], [0.0, 0.0, 0.0], [0.0, 0.0, 0.0], [0.0, 0.0, 0.0], [0.0, 0.0, 0.0], [0.0, 0.0, 0.0], [0.0, 0.0, 0.0], [0.0, 0.0, 0.0], [0.0, 0.0, 0.0], [0.0, 0.0, 0.0], [0.0, 0.0, 0.0], [0.0, 0.0, 0.0], [0.0, 0.0, 0.0], [0.0, 0.0, 0.0], [0.0, 0.0, 0.0], [0.0, 0.0, 0.0], [0.0, 0.0, 0.0], [0.0, 0.0, 0.0], [0.0, 0.0, 0.0], [0.0, 0.0, 0.0], [0.0, 0.0, 0.0], [0.0, 0.0, 0.0]]
}


Entry 2:
{
  "formula": "C23H39BN5O8P",
  "method": "wB97M-V/def2-TZVPD",
  "homo_energy_ha": -0.3025,
  "smiles": "[H]/N=C(\\C)C[C@@]1(B(O)OCC)C(=O)N[C@H](CN)[C@]1(CCOC(=O)CC)P(=O)(O)O.c1cc[nH]c1.c1cc[nH]c1",
  "e_above_lowest_kj_mol": 0.00,
  "symbols": ["H", "N", "C", "C", "C", "C", "B", "O", "O", "C", "C", "C", "O", "N", "C", "C", "N", "C", "C", "C", "O", "C", "O", "C", "C", "P", "O", "O", "O", "H", "H", "H", "H", "H", "H", "H", "H", "H", "H", "H", "H", "H", "H", "H", "H", "H", "H", "H", "H", "H", "H", "H", "H", "H", "H", "H", "H", "C", "C", "C", "N", "C", "H", "H", "H", "H", "H", "C", "C", "C", "N", "C", "H", "H", "H", "H", "H"],
  "positions_angstrom": [[2.075, -4.605, -0.782], [2.476, -3.736, -0.425], [1.614, -3.042, 0.192], [0.178, -3.451, 0.401], [2.114, -1.728, 0.760], [2.342, -0.581, -0.317], [3.896, -0.751, -0.708], [4.255, -0.930, -2.033], [4.795, -0.685, 0.287], [6.140, -1.140, 0.115], [7.082, 0.020, -0.204], [1.337, -0.942, -1.405], [1.492, -1.550, -2.420], [0.073, -0.385, -1.006], [0.435, 0.994, -0.650], [0.337, 1.729, -2.009], [0.302, 3.196, -1.994], [1.818, 0.853, 0.125], [1.687, 1.046, 1.676], [0.306, 1.066, 2.301], [-0.463, -0.119, 1.984], [-1.699, -0.120, 2.589], [-1.811, -0.185, 3.778], [-2.862, -0.055, 1.638], [-3.016, -1.298, 0.748], [3.038, 2.148, -0.298], [4.253, 2.168, 0.518], [3.348, 2.091, -1.862], [2.126, 3.452, -0.098], [-0.246, -2.966, 1.282], [0.110, -4.531, 0.538], [-0.429, -3.162, -0.462], [1.480, -1.393, 1.577], [3.080, -1.980, 1.195], [4.092, -1.811, -2.384], [6.407, -1.604, 1.065], [6.179, -1.919, -0.649], [7.686, -0.173, -1.090], [7.759, 0.215, 0.628], [6.494, 0.926, -0.351], [-0.335, -0.881, -0.221], [-0.365, 1.406, -0.038], [1.121, 1.391, -2.696], [-0.597, 1.336, -2.416], [0.112, 3.548, -1.064], [-0.461, 3.510, -2.581], [2.114, 2.007, 1.973], [2.315, 0.306, 2.169], [0.414, 1.139, 3.385], [-0.259, 1.944, 1.967], [-2.761, 0.824, 0.995], [-3.750, 0.064, 2.256], [-2.827, -2.219, 1.302], [-2.374, -1.264, -0.131], [-4.042, -1.348, 0.383], [3.210, 1.242, -2.305], [2.503, 4.216, -0.555], [-7.549, 1.706, 4.810], [-6.618, 2.630, 5.360], [-5.373, 2.072, 5.244], [-5.516, 0.851, 4.646], [-6.837, 0.619, 4.378], [-8.617, 1.827, 4.741], [-6.839, 3.591, 5.793], [-4.403, 2.437, 5.535], [-4.762, 0.218, 4.447], [-7.158, -0.294, 3.906], [-1.153, -0.980, -4.601], [-2.097, -1.944, -5.052], [-2.966, -1.307, -5.897], [-2.585, 0.004, -5.977], [-1.482, 0.211, -5.192], [-0.330, -1.147, -3.925], [-2.130, -2.987, -4.785], [-3.815, -1.675, -6.447], [-3.043, 0.705, -6.529], [-1.023, 1.183, -5.126]],
  "forces_ev_per_angstrom": [[0.0, 0.0, 0.0], [0.0, -0.1, -0.1], [0.3, 0.0, 0.0], [0.0, 0.1, 0.1], [0.0, 0.1, 0.3], [0.1, -0.2, 0.2], [-0.2, 0.1, -0.4], [0.5, 0.0, 0.2], [-0.1, -0.4, 0.0], [0.3, 0.1, 0.1], [0.0, 0.0, 0.2], [-0.2, 0.2, 0.4], [0.2, -0.3, -0.1], [-0.2, 0.1, -0.4], [-0.1, -0.2, -0.3], [-0.1, 0.2, 0.0], [-0.3, 0.0, 0.0], [0.0, 0.2, 0.1], [-0.1, -0.1, 0.0], [0.1, 0.0, 0.2], [-0.2, 0.3, -0.3], [0.0, -0.1, 0.0], [0.0, 0.1, 0.2], [-0.1, -0.2, -0.2], [-0.1, 0.0, 0.0], [0.0, -0.1, 0.1], [0.0, 0.0, 0.0], [-0.2, 0.0, 0.0], [0.4, 0.0, 0.0], [0.0, 0.0, 0.0], [0.0, 0.0, -0.1], [0.0, -0.1, 0.0], [-0.2, 0.0, -0.2], [0.0, 0.2, 0.1], [-0.4, 0.1, -0.2], [0.0, 0.0, 0.0], [-0.1, 0.1, -0.1], [-0.1, 0.0, 0.0], [0.0, 0.0, 0.0], [0.0, 0.0, -0.1], [0.2, 0.0, 0.1], [0.2, 0.0, 0.2], [0.0, 0.0, 0.1], [0.1, -0.1, 0.0], [0.1, 0.0, -0.1], [0.0, 0.0, 0.0], [0.0, 0.0, 0.0], [0.0, 0.0, 0.0], [0.0, 0.0, 0.0], [0.0, -0.1, 0.0], [0.0, 0.1, 0.1], [0.0, 0.1, -0.1], [0.0, 0.0, 0.0], [0.1, 0.0, 0.1], [0.0, 0.0, 0.0], [0.2, 0.0, 0.0], [-0.1, 0.0, 0.0], [0.0, 0.0, 0.0], [0.0, 0.0, 0.0], [0.0, 0.0, 0.0], [0.1, -0.1, -0.1], [0.0, 0.0, 0.0], [0.0, 0.0, 0.0], [0.0, 0.0, 0.0], [0.0, 0.0, 0.0], [0.0, 0.0, 0.1], [0.0, 0.0, 0.0], [0.0, 0.0, 0.0], [0.0, 0.0, 0.0], [0.0, 0.0, 0.0], [0.0, 0.0, 0.0], [0.0, 0.0, 0.0], [0.0, 0.0, 0.0], [0.0, 0.0, 0.0], [0.0, 0.0, 0.0], [0.0, 0.0, 0.0], [0.0, 0.0, 0.0]]
}


Entry 3:
{
  "formula": "C23H39Cl2N6NiO3",
  "method": "wB97M-V/def2-TZVPD",
  "spin_multiplicity": 3,
  "homo_energy_ha": [-0.1117, -0.1340],
  "s2": 2.01,
  "total_charge": -1,
  "symbols": ["O", "C", "C", "C", "H", "C", "H", "C", "H", "C", "H", "C", "H", "H", "C", "C", "H", "H", "H", "C", "C", "H", "H", "H", "H", "Ni", "Cl", "Cl", "H", "H", "C", "C", "N", "H", "C", "O", "H", "H", "H", "H", "H", "H", "C", "C", "N", "H", "C", "O", "H", "H", "H", "H", "C", "N", "C", "N", "C", "N", "C", "N", "C", "C", "H", "H", "H", "H", "H", "H", "H", "H", "H", "H", "H", "H"],
  "positions_angstrom": [[0.269, 1.661, -2.942], [-0.493, 1.482, -3.898], [-0.217, 2.015, -5.254], [0.935, 2.798, -5.477], [1.583, 3.044, -4.632], [1.235, 3.238, -6.766], [2.139, 3.822, -6.940], [0.391, 2.919, -7.842], [0.639, 3.254, -8.854], [-0.780, 2.179, -7.612], [-1.448, 1.944, -8.444], [-1.081, 1.731, -6.324], [-1.979, 1.145, -6.119], [-1.419, 0.876, -3.787], [-2.038, 2.555, -1.010], [-1.721, 1.221, -0.453], [-3.068, 2.856, -0.778], [-1.883, 2.553, -2.093], [-1.330, 3.277, -0.587], [-2.535, 0.406, 0.215], [-3.804, 0.885, 0.886], [-2.322, -0.662, 0.289], [-4.386, 1.515, 0.200], [-3.585, 1.505, 1.771], [-4.420, 0.034, 1.195], [0.353, 0.764, -0.344], [1.609, 2.520, -0.128], [-0.184, -1.081, -1.380], [3.429, -0.211, -3.495], [5.109, 1.422, -2.229], [2.867, -0.041, -2.563], [4.579, 1.213, -1.290], [3.757, 0.025, -1.427], [2.128, -0.835, -2.415], [3.851, -0.987, -0.525], [3.075, -1.941, -0.411], [5.300, 1.040, -0.484], [4.728, -0.862, 0.147], [2.330, 0.913, -2.664], [3.948, 2.078, -1.041], [-1.455, -6.599, 0.704], [0.047, -5.781, -1.214], [-2.104, -5.738, 0.508], [-0.648, -4.940, -1.332], [-1.330, -4.667, -0.077], [-2.546, -5.381, 1.437], [-1.298, -3.455, 0.506], [-1.960, -3.103, 1.485], [-0.092, -4.049, -1.643], [-0.594, -2.764, -0.013], [-2.890, -6.061, -0.184], [-1.370, -5.204, -2.117], [0.129, 1.556, 2.488], [0.624, 0.352, 1.742], [-0.061, -0.862, 2.276], [0.111, -0.996, 3.717], [-0.370, 0.219, 4.404], [0.342, 1.436, 3.935], [1.803, 1.238, 4.181], [2.314, 0.030, 3.501], [2.078, 0.156, 2.060], [1.556, -1.137, 4.007], [-0.942, 1.699, 2.284], [0.681, 2.425, 2.116], [0.396, -1.730, 1.786], [-1.124, -0.822, 2.022], [-0.179, 0.103, 5.481], [-1.447, 0.331, 4.213], [2.353, 2.118, 3.814], [1.956, 1.099, 5.260], [2.427, -0.772, 1.589], [2.631, 1.016, 1.668], [1.690, -1.186, 5.095], [1.925, -2.054, 3.528]],
  "forces_ev_per_angstrom": [[-1.5, -0.1, -2.2], [1.3, 0.0, 1.9], [0.4, 0.5, -0.6], [-0.3, -0.2, -0.2], [-0.2, -0.2, -0.2], [-0.2, -0.2, 0.0], [-0.2, -0.1, 0.0], [-0.3, -0.2, 0.4], [-0.1, -0.1, 0.4], [0.3, 0.1, 0.0], [0.2, 0.1, 0.3], [0.3, 0.1, 0.3], [0.2, 0.1, -0.2], [0.3, 0.2, 0.1], [-0.3, 0.4, 0.8], [1.6, -0.7, 0.0], [0.0, 0.3, -0.2], [-0.1, 0.1, 0.2], [-0.2, 0.2, -0.2], [-0.4, 0.5, 0.0], [-0.4, -0.1, -0.3], [0.3, 0.3, 0.4], [-0.1, -0.1, 0.2], [-0.1, -0.2, -0.1], [-0.1, 0.2, 0.1], [-1.8, -0.1, -0.2], [0.8, 1.3, -0.3], [0.3, -1.2, -0.9], [0.0, 0.0, 0.2], [0.0, -0.1, 0.1], [-0.4, 0.2, -0.2], [0.0, -0.1, 0.0], [0.4, -0.5, 0.4], [0.2, 0.2, 0.0], [-0.9, -0.4, -0.1], [1.2, 0.9, -0.3], [0.0, 0.2, -0.2], [-0.3, 0.0, 0.0], [0.1, -0.3, 0.1], [0.2, -0.3, 0.0], [-0.1, 0.0, 0.0], [0.0, 0.1, 0.0], [0.0, 0.0, -0.2], [0.0, 0.2, 0.2], [-0.2, -0.7, -0.1], [0.0, 0.0, -0.1], [0.2, 1.2, 0.4], [0.3, -0.8, -0.6], [-0.1, -0.1, 0.1], [-0.4, -0.4, 0.3], [0.0, 0.0, 0.1], [0.1, 0.1, 0.1], [0.2, -0.1, 0.1], [0.2, -0.2, 0.5], [-0.2, 0.2, -0.3], [0.4, 0.1, 0.6], [0.5, 0.0, -0.5], [0.3, -0.5, 0.2], [-0.6, -0.4, -0.4], [-0.1, 0.0, 0.3], [-0.2, 0.2, 0.2], [-0.4, 0.6, -0.3], [0.3, -0.2, -0.1], [-0.2, -0.2, 0.1], [-0.2, 0.2, 0.0], [0.3, 0.0, 0.1], [-0.2, 0.0, -0.2], [0.3, 0.0, 0.1], [-0.2, -0.3, 0.1], [0.0, 0.2, -0.2], [-0.2, 0.3, -0.1], [-0.1, -0.2, 0.1], [0.0, -0.1, -0.2], [0.0, 0.2, 0.1]]
}